No. 1
Molecular formula: C24H43N7O7PZr
Method: DFT, ωB97M-V/def2-TZVPD

Structure (XYZ):
```
83
Properties=species:S:1:pos:R:3:forces:R:3:lowdin_charge:R:1
Zr -0.008 1.042 -0.137 0.2 0.3 -0.3 1.98
C -2.059 -0.237 -4.434 0.1 0.0 -0.1 0.06
O -2.442 -0.785 -3.131 0.0 0.0 0.0 0.06
C -1.854 -0.380 -2.067 -0.1 -0.1 0.1 -0.53
O -0.985 0.528 -2.010 0.0 -0.1 0.1 -0.09
N -2.237 -1.012 -0.940 0.0 0.0 -0.1 0.10
N -1.704 -0.547 0.275 0.1 0.0 0.1 0.03
H -2.935 -0.361 -5.060 0.0 0.0 0.0 0.12
H -1.231 -0.827 -4.815 0.0 0.0 0.0 0.11
H -1.790 0.809 -4.335 0.0 0.0 0.0 0.10
H -2.979 -1.699 -0.946 0.0 0.0 0.0 0.19
H -1.389 -1.315 0.871 0.0 0.0 0.0 0.13
H -2.424 -0.049 0.806 -0.1 0.0 0.0 0.09
C 0.967 -2.373 4.989 0.0 0.0 0.0 -0.06
C 1.785 -1.164 4.553 0.0 0.0 0.0 -0.14
C 0.974 0.150 4.291 0.0 0.0 0.1 -0.29
C 0.042 0.493 5.476 0.0 0.0 0.0 -0.15
C -0.605 1.870 5.349 0.0 -0.1 0.0 -0.05
C 2.018 1.260 4.193 0.0 0.0 0.0 -0.34
O 2.731 1.581 5.087 0.0 0.0 0.0 0.20
N 2.162 1.955 2.938 0.1 0.0 0.0 0.27
C 1.429 1.666 1.883 0.0 0.0 0.0 -0.51
O 1.526 2.248 0.735 0.0 -0.1 0.1 -0.10
N 0.476 0.712 1.906 -0.2 -0.3 0.0 0.02
C 0.134 -0.033 3.046 0.0 0.1 0.0 -0.39
O -0.818 -0.776 2.967 0.0 0.0 0.0 0.10
H 1.639 -3.222 5.110 0.0 0.0 0.0 0.09
H 0.207 -2.647 4.260 0.0 0.0 0.0 0.07
H 0.483 -2.207 5.950 0.0 0.0 0.0 0.09
H 2.360 -1.403 3.652 0.0 0.0 0.0 0.13
H 2.510 -0.910 5.327 0.0 0.0 0.0 0.13
H 0.638 0.440 6.387 0.0 0.0 0.0 0.14
H -0.716 -0.287 5.531 0.0 0.0 0.0 0.12
H 0.130 2.671 5.452 0.0 0.0 0.0 0.09
H -1.346 2.013 6.133 0.0 0.0 0.0 0.10
H -1.117 1.994 4.386 0.0 0.0 0.1 0.05
H 2.876 2.677 2.889 0.0 0.0 0.0 0.20
C -5.048 1.709 0.637 0.0 0.0 0.0 -0.06
N -3.692 1.972 1.143 0.1 0.1 0.0 -0.30
C -3.460 1.478 2.510 0.0 -0.1 0.0 -0.09
P -2.709 3.136 0.521 -0.2 -0.1 0.1 0.61
O -1.372 2.501 0.018 0.2 -0.3 -0.1 -0.44
N -2.297 4.108 1.753 0.0 0.1 0.0 -0.28
C -3.319 4.634 2.673 0.0 0.0 0.0 -0.07
C -1.108 4.971 1.646 -0.1 0.0 0.1 -0.05
N -3.421 3.790 -0.774 0.1 0.1 -0.1 -0.30
C -4.537 4.726 -0.557 0.0 0.0 0.0 -0.06
C -2.889 3.785 -2.140 -0.1 0.0 0.0 -0.06
H -5.256 0.642 0.719 0.0 0.0 0.0 0.09
H -5.128 2.004 -0.404 0.0 0.0 0.0 0.08
H -5.803 2.240 1.221 0.0 0.0 0.0 0.10
H -3.738 0.422 2.567 0.0 0.0 0.0 0.10
H -4.063 2.011 3.248 0.0 -0.1 0.0 0.10
H -2.410 1.582 2.780 -0.1 0.0 0.0 0.05
H -4.206 4.003 2.676 0.0 0.1 0.0 0.07
H -3.614 5.647 2.394 0.0 0.0 0.0 0.10
H -2.907 4.659 3.682 0.0 0.0 0.0 0.10
H -0.347 4.508 1.024 0.0 0.0 0.0 0.07
H -0.702 5.119 2.646 0.0 0.0 0.0 0.10
H -1.360 5.949 1.231 0.0 0.0 0.0 0.10
H -4.939 4.626 0.450 0.0 0.0 0.0 0.08
H -5.339 4.505 -1.262 0.0 0.0 0.0 0.10
H -4.215 5.758 -0.704 0.0 0.0 0.0 0.11
H -2.072 3.076 -2.232 0.0 0.0 0.0 0.05
H -2.527 4.777 -2.416 0.0 0.0 0.0 0.10
H -3.683 3.504 -2.833 0.0 0.0 0.0 0.10
C 3.142 0.615 -2.405 -0.1 0.1 0.1 0.04
C 2.164 -0.431 -2.005 0.0 -0.3 0.2 -0.28
O 1.437 -0.216 -0.969 -0.1 0.5 -0.3 -0.18
C 2.043 -1.676 -2.698 0.0 0.0 0.0 -0.16
C 1.173 -2.676 -2.216 0.0 0.0 0.0 0.00
C 1.077 -3.882 -2.870 0.0 0.0 0.0 -0.03
C 1.843 -4.109 -4.017 0.0 0.0 0.0 0.01
C 2.705 -3.133 -4.506 0.0 0.0 0.0 -0.02
C 2.808 -1.922 -3.853 0.0 0.0 0.0 0.02
H 3.032 1.504 -1.789 0.0 0.0 0.0 0.09
H 3.041 0.874 -3.460 0.0 0.0 0.0 0.11
H 4.153 0.223 -2.274 0.0 0.0 0.0 0.13
H 0.618 -2.506 -1.303 0.0 0.0 0.0 0.11
H 0.432 -4.663 -2.492 0.0 0.0 0.0 0.12
H 1.770 -5.062 -4.526 0.0 0.0 0.0 0.13
H 3.297 -3.325 -5.389 0.0 0.0 0.0 0.13
H 3.487 -1.173 -4.234 0.0 0.0 0.0 0.13
```
Positions in Å, forces in eV/Å.

Values from the calculation:
- Net charge: +3
- 2S+1: 1
- Relative energy (zero: lowest compared OMol25 entry of this formula, charge and spin): 0.00 kJ/mol
- Frontier orbital gap: 7.9 eV


No. 2
Molecular formula: C20H35ClN2O9P2S
Method: DFT, ωB97M-V/def2-TZVPD

Structure (XYZ):
```
70
Properties=species:S:1:pos:R:3:forces:R:3:lowdin_charge:R:1
O -0.039 1.082 3.264 2.4 8.0 -5.0 -0.08
C 0.327 2.140 2.537 -2.2 -5.6 3.3 -0.54
Cl 2.152 2.628 2.571 -2.4 -0.4 -0.2 0.52
C -0.640 3.056 1.581 -0.7 0.7 0.1 -0.14
C -2.248 2.879 1.842 -3.6 1.9 1.1 -0.09
C -3.114 4.264 2.172 -0.6 -3.8 -0.4 -0.01
C -4.739 4.300 2.423 0.4 -4.5 -0.8 -0.06
C -5.633 2.913 2.346 4.5 1.5 -0.4 0.00
C -4.758 1.524 2.027 0.6 -1.6 -0.6 -0.21
N -5.332 0.115 1.879 5.0 3.7 -0.1 -0.29
S -3.943 -0.930 1.515 -0.1 4.3 0.8 0.87
N -2.513 0.109 1.493 -5.7 3.8 1.2 -0.25
C -3.105 1.483 1.774 -0.1 -0.2 0.0 -0.19
H -0.455 2.902 0.415 0.1 0.0 2.7 0.13
H -0.367 4.190 1.819 -0.6 -2.5 -0.5 0.13
H -2.541 5.291 2.234 -1.2 -2.4 -0.2 0.09
H -5.260 5.330 2.655 1.2 -2.4 -0.6 0.09
H -6.807 2.887 2.498 2.9 0.0 -0.4 0.10
C 2.845 -7.093 2.916 0.0 -0.1 0.2 -0.09
C 2.594 -5.836 2.108 0.1 -0.4 -0.4 -0.30
O 1.486 -5.117 2.627 1.1 -0.6 0.7 -0.22
P 1.724 -3.836 3.659 -5.9 -0.2 -7.8 0.74
O 2.730 -3.104 2.737 1.4 -0.6 4.4 -0.25
O 0.402 -2.944 3.186 0.7 -0.4 1.8 -0.22
C 0.570 -1.589 2.796 0.0 0.5 -0.4 -0.32
C 0.664 -1.487 1.280 -0.2 -0.1 -0.1 -0.07
O 0.600 -4.654 4.689 2.7 1.9 1.6 -0.20
C 1.051 -5.679 5.551 -0.2 -0.5 0.4 -0.31
C 2.302 -5.310 6.323 -0.1 0.1 0.2 -0.09
H 3.215 -6.841 3.914 0.0 0.0 0.0 0.06
H 3.594 -7.725 2.433 0.0 0.0 0.0 0.08
H 1.924 -7.670 3.041 0.1 0.0 -0.1 0.08
H 3.502 -5.229 2.071 -0.2 0.1 0.0 0.10
H 2.345 -6.115 1.080 -0.1 0.1 0.0 0.12
H 1.444 -1.146 3.285 -0.1 -0.1 -0.2 0.10
H -0.305 -1.030 3.146 0.2 -0.4 0.0 0.08
H 1.385 -2.192 0.861 0.1 0.1 0.2 0.07
H 0.946 -0.474 0.979 0.0 -0.1 0.0 0.07
H -0.304 -1.725 0.828 0.1 0.1 0.1 0.06
H 1.185 -6.599 4.983 0.1 0.0 -0.1 0.09
H 0.242 -5.874 6.264 0.0 0.2 -0.1 0.12
H 3.136 -5.082 5.653 0.1 -0.1 -0.1 0.06
H 2.603 -6.136 6.975 0.0 0.1 -0.1 0.09
H 2.128 -4.422 6.938 0.0 -0.1 0.0 0.08
C 3.066 2.547 -5.621 0.0 0.1 -0.2 -0.09
C 2.197 1.901 -4.560 0.6 -0.1 0.2 -0.30
O 1.091 2.731 -4.242 0.4 -0.3 -1.3 -0.23
P -0.391 2.463 -4.944 2.1 1.5 9.3 0.74
O -0.447 0.961 -4.573 -0.9 1.0 -4.4 -0.25
O -1.320 2.975 -3.662 -0.4 0.4 -1.7 -0.23
C -2.337 2.128 -3.148 -0.2 -0.4 0.4 -0.30
C -1.821 1.365 -1.936 0.0 0.0 0.1 -0.07
O -0.329 4.141 -5.359 -1.7 -2.3 -2.3 -0.20
C 0.360 4.555 -6.522 0.3 0.5 -0.4 -0.31
C 0.034 3.721 -7.744 -0.2 0.2 -0.1 -0.09
H 2.545 2.571 -6.582 0.1 0.0 0.0 0.06
H 3.995 1.989 -5.759 -0.1 0.0 0.0 0.08
H 3.311 3.579 -5.352 0.0 -0.2 0.0 0.08
H 1.888 0.906 -4.888 -0.1 0.1 0.1 0.10
H 2.782 1.778 -3.644 -0.1 0.0 0.0 0.12
H -2.711 1.449 -3.922 0.2 0.0 0.2 0.10
H -3.180 2.761 -2.850 0.2 0.1 -0.1 0.12
H -0.859 0.886 -2.127 -0.2 0.0 -0.2 0.08
H -2.541 0.601 -1.627 0.1 0.1 0.0 0.07
H -1.667 2.053 -1.099 -0.2 -0.1 -0.1 0.04
H 1.432 4.574 -6.322 0.1 -0.2 0.0 0.09
H 0.065 5.592 -6.714 -0.1 -0.1 0.2 0.12
H 0.289 2.668 -7.593 0.2 -0.1 0.0 0.06
H 0.590 4.087 -8.613 -0.1 -0.1 0.1 0.09
H -1.036 3.767 -7.967 0.1 0.1 0.0 0.09
```
Positions in Å, forces in eV/Å.

Values from the calculation:
- Structure (SMILES): O=C(Cl)Cc1cccc2nsnc12.CCOP(=O)(OCC)OCC.CCOP(=O)(OCC)OCC
- Net charge: 0
- 2S+1: 1
- Frontier orbital gap: 6.9 eV